Record 1
112
Properties=species:S:1:pos:R:3 method="wB97M-V/def2-TZVPD" homo_ev="-1.70 / -1.70" charge=-2 orbital_gap_ev="4.412 / 4.411" de_lowest_kj_mol=217.8 total_energy_ev=-179897.05115
La 0.343 0.061 -0.223
Cl -0.439 -6.232 -7.277
C -0.410 -4.874 -6.195
C -0.466 -5.042 -4.840
C -0.215 -3.917 -4.011
C -0.237 -2.665 -4.583
C -0.316 -2.465 -5.969
C -0.392 -3.610 -6.748
C -0.081 -1.477 -3.729
C 1.233 -1.066 -3.323
C 2.448 -1.674 -3.992
C 3.520 -0.991 -3.573
C 3.053 -0.008 -2.637
C 3.796 0.853 -1.744
C 5.196 0.909 -1.934
C 6.084 0.111 -1.266
C 7.484 0.227 -1.414
C 7.965 1.026 -2.505
Cl 9.695 1.050 -2.842
C 7.083 1.683 -3.329
C 5.691 1.712 -2.947
C 3.199 1.823 -0.874
N 1.851 2.134 -0.756
C 1.799 3.177 0.149
C 0.619 3.740 0.610
C 0.889 4.813 1.724
C 1.461 6.019 1.406
C 1.724 6.996 2.362
C 1.228 6.821 3.659
Cl 1.491 8.009 4.906
C 0.490 5.744 3.947
C 0.360 4.758 3.004
C -0.717 3.401 0.316
C -1.864 4.164 0.789
C -2.954 3.490 0.240
C -2.462 2.417 -0.530
N -1.046 2.400 -0.448
C -3.200 1.523 -1.457
C -2.619 0.637 -2.356
C -3.302 -0.127 -3.367
C -2.436 -0.942 -3.978
C -1.163 -0.747 -3.345
N -1.308 0.163 -2.361
C -4.671 1.599 -1.464
C -5.425 0.616 -0.789
C -6.817 0.713 -0.616
C -7.494 1.812 -1.204
Cl -9.235 1.858 -1.178
C -6.770 2.706 -1.963
C -5.389 2.632 -2.057
C 3.209 3.654 0.447
C 4.036 2.854 -0.254
N 1.676 -0.112 -2.546
H -0.577 -6.016 -4.316
H -0.146 -3.957 -2.917
H -0.445 -1.567 -6.467
H -0.370 -3.518 -7.851
H 2.457 -2.535 -4.657
H 4.504 -1.374 -3.840
H 5.775 -0.444 -0.382
H 8.209 -0.100 -0.695
H 7.368 2.260 -4.219
H 5.044 2.438 -3.464
H 1.846 6.118 0.396
H 2.270 7.933 2.040
H 0.096 5.605 4.985
H -0.258 3.893 3.254
H -1.900 5.024 1.420
H -3.917 3.946 0.237
H -4.339 0.045 -3.643
H -2.624 -1.547 -4.858
H -4.878 -0.216 -0.296
H -7.401 0.047 -0.019
H -7.244 3.563 -2.453
H -4.866 3.330 -2.646
H 3.483 4.533 1.078
H 5.120 2.936 -0.355
S -3.650 -2.456 1.032
S -1.935 -2.573 -0.060
S -0.250 -2.457 1.250
S 1.135 -2.708 -0.279
N -2.510 1.169 2.462
C -1.748 0.646 1.756
H -3.162 1.688 3.088
C -2.509 -6.163 1.994
C -1.824 -5.471 3.162
C -0.435 -5.630 3.207
C 0.263 -4.910 4.184
C -0.369 -4.118 5.068
C -1.709 -3.992 5.043
C -2.498 -4.673 4.084
S 0.543 -3.013 6.183
O 1.809 -3.708 6.384
O -0.291 -2.691 7.278
N 0.909 -1.675 5.422
C -0.113 -0.894 4.780
C 0.511 0.427 4.133
C 1.567 0.067 3.031
O 2.585 -0.594 3.361
O 1.371 0.491 1.868
H -1.831 -6.112 1.159
H -3.380 -5.513 1.632
H -2.739 -7.199 2.226
H 0.078 -6.154 2.405
H 1.354 -4.999 4.235
H -2.248 -3.316 5.729
H -3.535 -4.446 3.972
H 1.820 -1.728 4.926
H -0.889 -0.573 5.499
H -0.517 -1.578 4.046
H 0.995 1.077 4.886
H -0.199 1.028 3.586

***

Record 2
110
Properties=species:S:1:pos:R:3 method="wB97M-V/def2-TZVPD" homo_ev=-10.79 charge=+1 orbital_gap_ev=8.523 de_lowest_kj_mol=77.1 total_energy_ev=-123268.12633
Sr -0.134 0.340 0.129
N -2.156 1.275 4.246
C -2.173 2.633 3.968
C -2.606 3.729 4.707
C -2.471 4.961 4.104
C -1.927 5.096 2.813
C -1.505 4.003 2.090
C -1.637 2.751 2.687
N -1.303 1.492 2.197
C -1.631 0.658 3.156
C -1.530 -0.813 3.062
C -1.796 -1.723 4.039
S -1.642 -3.299 3.415
C -1.242 -2.647 1.900
N -1.209 -1.352 1.837
H -2.517 0.821 5.068
H -3.023 3.630 5.696
H -2.795 5.843 4.634
H -1.842 6.078 2.375
H -1.090 4.125 1.099
H -2.070 -1.553 5.063
H -1.034 -3.270 1.049
O -2.238 0.157 -5.516
C -2.256 1.460 -5.263
O -2.734 2.261 -6.021
C -1.678 1.889 -3.959
C -1.312 3.189 -3.645
Cl -1.288 4.607 -4.579
N -0.847 3.197 -2.379
N -0.900 1.959 -1.842
C -1.397 1.170 -2.783
C -1.445 -0.330 -2.525
O -1.310 -1.074 -3.491
O -1.535 -0.661 -1.306
C -0.268 4.239 -1.592
C 0.952 3.984 -0.984
C 1.505 4.957 -0.166
C 0.848 6.166 0.024
C -0.366 6.404 -0.602
C -0.942 5.436 -1.413
H -1.850 -0.349 -4.757
H 1.458 3.045 -1.165
H 2.458 4.770 0.306
H 1.285 6.926 0.656
H -0.873 7.347 -0.452
H -1.897 5.600 -1.883
C 4.004 -0.621 7.607
C 3.550 -0.331 6.209
C 3.826 -1.233 5.180
C 3.429 -0.983 3.881
C 2.738 0.198 3.617
C 2.431 1.101 4.619
C 2.848 0.830 5.913
S 2.222 0.530 1.965
O 1.710 -0.800 1.422
C 3.733 0.997 1.124
C 4.119 2.321 1.429
C 5.201 2.867 0.812
C 5.929 2.125 -0.151
C 7.043 2.693 -0.819
C 7.728 1.980 -1.754
C 7.325 0.662 -2.071
C 6.259 0.093 -1.442
C 5.530 0.811 -0.456
C 4.398 0.234 0.207
C 4.107 -1.191 -0.125
C 4.954 -2.166 0.487
C 5.955 -1.795 1.428
C 6.746 -2.738 2.011
C 6.590 -4.107 1.690
C 5.641 -4.490 0.793
C 4.801 -3.529 0.172
C 3.803 -3.925 -0.751
C 2.985 -2.997 -1.321
C 3.157 -1.630 -1.010
S 1.936 -0.613 -1.834
O 1.841 0.729 -1.096
C 2.702 -0.187 -3.370
C 2.483 -1.027 -4.448
C 3.098 -0.726 -5.655
C 3.901 0.401 -5.787
C 4.559 0.718 -7.095
C 4.071 1.237 -4.686
C 3.478 0.960 -3.469
H 4.546 -1.561 7.654
H 3.158 -0.687 8.291
H 4.660 0.166 7.980
H 4.363 -2.144 5.409
H 3.628 -1.688 3.092
H 1.873 2.000 4.397
H 2.617 1.530 6.704
H 3.558 2.898 2.150
H 5.515 3.874 1.044
H 7.337 3.702 -0.567
H 8.578 2.417 -2.257
H 7.865 0.102 -2.820
H 5.957 -0.912 -1.704
H 6.086 -0.752 1.684
H 7.501 -2.437 2.723
H 7.228 -4.843 2.157
H 5.513 -5.531 0.538
H 3.691 -4.973 -0.988
H 2.205 -3.304 -2.002
H 1.824 -1.878 -4.362
H 2.930 -1.366 -6.510
H 4.285 -0.008 -7.856
H 5.645 0.714 -7.001
H 4.268 1.706 -7.451
H 4.676 2.128 -4.784
H 3.594 1.615 -2.624

***

Record 3
117
Properties=species:S:1:pos:R:3 method="wB97M-V/def2-TZVPD" homo_ev=-7.36 orbital_gap_ev=4.898 de_lowest_kj_mol=33.6 total_energy_ev=-164085.29133
Pb -0.231 -0.223 -0.350
C 6.034 -5.470 5.669
O 5.625 -5.597 4.321
C 4.656 -4.757 3.872
C 4.077 -3.749 4.639
C 3.104 -2.938 4.070
C 2.686 -3.123 2.759
C 3.271 -4.142 2.003
C 4.249 -4.945 2.552
C 1.622 -2.268 2.175
C 1.898 -0.817 2.131
C 3.172 -0.241 2.531
C 3.081 1.082 2.310
C 1.737 1.336 1.816
N 1.068 0.104 1.699
C 1.239 2.548 1.471
C -0.151 2.823 1.064
C -0.708 4.156 0.924
C -2.040 3.997 0.784
C -2.300 2.565 0.811
C -3.501 1.901 0.782
C -4.753 2.520 1.248
C -5.997 1.869 1.117
C -7.166 2.426 1.577
C -7.150 3.666 2.216
O -8.347 4.149 2.613
C -8.378 5.423 3.239
C -5.928 4.291 2.451
C -4.761 3.709 1.991
C -3.585 0.509 0.246
N -2.785 -0.453 0.574
C -3.209 -1.593 -0.152
C -2.654 -2.822 -0.019
C -3.307 -3.990 -0.649
C -2.602 -4.819 -1.530
C -3.232 -5.894 -2.115
C -4.568 -6.179 -1.820
O -5.089 -7.267 -2.442
C -6.451 -7.568 -2.208
C -5.272 -5.375 -0.930
C -4.632 -4.282 -0.357
C -1.429 -3.103 0.752
C -1.032 -4.430 1.203
C 0.152 -4.278 1.823
C 0.488 -2.862 1.741
N -0.561 -2.196 1.088
C -4.312 -1.207 -1.022
C -4.540 0.097 -0.794
N -1.069 1.899 0.931
C 2.105 3.745 1.614
C 2.536 4.173 2.870
C 3.357 5.275 2.998
C 3.769 5.968 1.861
O 4.584 7.034 2.078
C 5.142 7.671 0.943
C 3.335 5.558 0.604
C 2.502 4.454 0.489
H 6.777 -6.246 5.833
H 5.195 -5.620 6.352
H 6.487 -4.493 5.854
H 4.369 -3.586 5.665
H 2.656 -2.156 4.672
H 2.972 -4.292 0.972
H 4.716 -5.727 1.969
H 4.031 -0.787 2.879
H 3.848 1.824 2.451
H -0.150 5.076 0.918
H -2.758 4.769 0.571
H -6.054 0.893 0.665
H -8.110 1.910 1.466
H -9.428 5.654 3.392
H -7.924 6.183 2.599
H -7.865 5.396 4.203
H -5.868 5.201 3.028
H -3.832 4.166 2.285
H -1.566 -4.592 -1.761
H -2.706 -6.531 -2.812
H -6.678 -8.432 -2.827
H -7.097 -6.735 -2.496
H -6.626 -7.819 -1.158
H -6.298 -5.587 -0.671
H -5.174 -3.657 0.342
H -1.590 -5.338 1.053
H 0.741 -5.040 2.303
H -4.793 -1.843 -1.744
H -5.247 0.737 -1.295
H 2.216 3.637 3.756
H 3.693 5.616 3.968
H 5.836 8.415 1.326
H 4.371 8.169 0.349
H 5.680 6.957 0.315
H 3.649 6.071 -0.292
H 2.203 4.105 -0.492
N 3.246 -1.655 -0.574
C 3.216 -0.298 -0.884
N 4.299 0.450 -1.015
N 3.812 1.679 -1.269
N 2.520 1.656 -1.293
N 2.101 0.398 -1.047
C 2.306 -2.550 -1.089
N 2.585 -3.818 -1.350
N 1.410 -4.322 -1.774
N 0.502 -3.403 -1.768
N 1.039 -2.250 -1.328
H 4.182 -2.033 -0.543
O 4.085 2.195 -5.942
C 3.262 1.300 -5.341
C 3.616 -0.030 -5.132
C 2.703 -0.857 -4.508
N 1.508 -0.444 -4.084
C 1.226 0.816 -4.284
Br -0.447 1.397 -3.562
C 2.025 1.753 -4.912
H 4.923 1.766 -6.151
H 4.580 -0.410 -5.443
H 2.936 -1.900 -4.327
H 1.732 2.783 -5.033